The following is a DFT calculation (wB97M-V/def2-TZVPD) of 2 unconnected molecules or ions with the total composition C5H11N2O in a non-equilibrium geometry.

The geometry in ORCA input format:
```
! RIJCOSX wB97M-V def2-TZVPD def2/J DEFGRID3
* xyz 1 1
C 0.29184 -0.56891 -1.89878
C -1.46354 -0.70560 1.00846
C -0.25020 -0.52695 1.79980
C -0.32075 0.14118 0.42982
C -0.46434 1.67738 0.37444
N 1.28771 -0.75822 -2.74312
N 0.46694 -0.35328 -0.62523
O 2.33034 -0.21114 -0.27460
H -0.63790 -0.97284 -2.43565
H -1.62863 -1.71018 0.49342
H -2.37717 -0.19561 1.31826
H -0.36345 0.05478 2.76852
H 0.44455 -1.39688 1.96193
H -1.37946 2.06335 0.91640
H -0.57055 2.06633 -0.69055
H 0.50280 2.10909 0.83093
H 1.19108 -0.84598 -3.78351
H 2.19180 -0.40464 -2.45744
H 2.40149 0.41094 0.44019
*
```

LUMO level (spin up / spin down) in hartree: -0.224 / -0.224
Kohn-Sham gap (spin up / spin down) in eV: 8.606 / 8.606

Atom charges from the natural (NBO) analysis, given in e for atoms 1 to 4: C 0.3433; C -0.3591; C -0.4043; C 0.0462


The following is a DFT calculation (wB97M-V/def2-TZVPD) of a single C3H7NO2 molecule in a non-equilibrium geometry.

The geometry in ORCA input format:
```
! RIJCOSX wB97M-V def2-TZVPD def2/J DEFGRID3
* xyz 0 1
O -1.69258 2.27238 -1.03456
C -1.51084 1.16582 -0.59840
C -0.25571 0.76926 0.16591
N 0.12188 -0.59654 -0.22159
C 1.44205 -1.00436 0.23976
O 1.39358 -2.07456 1.17943
H -2.27644 0.37482 -0.75994
H -0.47661 0.82136 1.23171
H 0.49410 1.45667 -0.18787
H -0.56406 -1.23478 0.16541
H 2.06413 -1.30141 -0.60529
H 1.92857 -0.19364 0.77807
H 1.00059 -2.84689 0.75136
*
```

LUMO level in hartree: 0.031
Kohn-Sham gap in eV: 10.321
Structure (SMILES): O=CCNCO

Atom charges from the natural (NBO) analysis, given in e for atoms 1 to 4: O -0.5091; C 0.4485; C -0.3311; N -0.6507


The following is a DFT calculation (wB97M-V/def2-TZVPD) of 2 unconnected molecules or ions with the total composition C10H10NOS in a non-equilibrium geometry.

The geometry in ORCA input format:
```
! RIJCOSX wB97M-V def2-TZVPD def2/J DEFGRID3
* xyz 1 1
C -1.50108 2.93973 -0.47893
C -0.33269 2.58121 -1.20123
C -2.08115 1.94974 0.35995
C 0.19306 1.23962 -1.00620
C -1.56377 0.66220 0.53363
C -0.42375 0.25172 -0.25273
C -1.94586 -0.42132 1.45545
C -1.03733 -1.41161 1.25310
C 0.89356 -2.90274 0.90237
C -0.07675 -0.97623 0.25546
N 0.90427 -1.80394 0.00653
O 2.92313 -0.39331 -1.18874
S -0.44483 -2.74161 2.12399
H -1.99206 3.85761 -0.55867
H 0.15782 3.28822 -1.80755
H -2.91133 2.31880 1.02958
H 1.22070 0.97224 -1.44232
H -2.94538 -0.46076 1.81904
H 0.71774 -3.85840 0.35993
H 1.84379 -2.93848 1.39797
H 3.79666 -0.81640 -1.31745
H 1.85045 -1.47496 -0.19819
H 2.75478 0.13865 -2.04499
*
```

LUMO level in hartree: -0.205
Kohn-Sham gap in eV: 6.125

Atom charges from the natural (NBO) analysis, given in e for atoms 1 to 4: C -0.0878; C -0.2323; C -0.2159; C -0.0471


The following is a DFT calculation (wB97M-V/def2-TZVPD) of a molecular structure, H28O14Xe in a non-equilibrium geometry.

The geometry in ORCA input format:
```
! RIJCOSX wB97M-V def2-TZVPD def2/J DEFGRID3
* xyz 0 1
Xe -0.03677 -0.39978 0.37277
O 3.66596 -0.56338 1.61859
H 3.56648 -0.46086 0.67211
H 4.27004 -1.29919 1.71810
O -1.45989 -2.51884 3.15001
H -1.21521 -3.38962 3.46320
H -0.62555 -2.07188 3.00741
O -2.90331 -0.23103 2.17800
H -3.53453 -0.47076 1.49954
H -2.57706 -1.06793 2.50878
O 0.86916 3.57724 -0.72368
H 0.08011 4.07350 -0.94130
H 0.84368 3.49176 0.22935
O -2.19370 2.29979 1.89025
H -2.43228 1.37286 1.90091
H -2.95539 2.74790 2.25800
O 2.84535 -2.50267 -0.56519
H 2.50293 -3.36091 -0.31534
H 3.56575 -2.69698 -1.16478
O -2.29459 0.75257 -2.95878
H -2.40819 1.52674 -2.40742
H -2.76116 0.05717 -2.49512
O -2.65667 2.61553 -0.90397
H -2.46490 2.40421 0.00970
H -3.60997 2.55834 -0.96852
O 1.25908 -2.18621 -2.72051
H 1.63755 -2.37269 -1.86132
H 1.57730 -2.89345 -3.28155
O 0.20273 3.52469 2.18091
H -0.09355 4.20943 2.78056
H -0.51125 2.88720 2.17301
O -1.51896 -3.19132 -2.61999
H -0.73095 -2.64958 -2.57767
H -1.27477 -4.00500 -2.17893
O 0.52386 0.17313 -3.58595
H -0.35236 0.22157 -3.20369
H 0.85967 -0.67941 -3.30913
O 1.71607 -1.14548 3.46787
H 2.16071 -0.80823 2.69017
H 2.40924 -1.56478 3.97772
O 2.39967 1.36758 -1.57264
H 1.69606 1.92676 -1.24329
H 1.95960 0.74201 -2.14817
*
```

LUMO level in hartree: -0.018
Kohn-Sham gap in eV: 9.234

Atom charges from the natural (NBO) analysis, given in e for atoms 1 to 4: Xe 0.0010; O -0.9517; H 0.4994; H 0.4691


The following is a DFT calculation (wB97M-V/def2-TZVPD) of a single CH2ClO2P molecule in a non-equilibrium geometry.

The geometry in ORCA input format:
```
! RIJCOSX wB97M-V def2-TZVPD def2/J DEFGRID3
* xyz 0 1
C 1.10257 -0.25148 0.23702
O 1.26604 0.67652 -0.48518
O -0.42367 -0.69418 0.63837
P -1.64700 0.02785 -0.21442
Cl 2.04632 -1.36437 1.03837
H -0.78370 0.25058 -1.19622
H -1.56056 1.35508 -0.01793
*
```

LUMO level in hartree: 0.015
Kohn-Sham gap in eV: 10.324
Structure (SMILES): O=C(Cl)OP

Atom charges from the natural (NBO) analysis, given in e for atoms 1 to 4: C 0.6937; O -0.4851; O -0.8504; P 0.6956


The following is a DFT calculation (wB97M-V/def2-TZVPD) of 2 unconnected molecules or ions with the total composition C5H9NO2 in a non-equilibrium geometry.

The geometry in ORCA input format:
```
! RIJCOSX wB97M-V def2-TZVPD def2/J DEFGRID3
* xyz 0 1
C -1.86542 -0.05579 0.41893
C -0.45270 0.66061 0.33060
C 1.73933 0.54786 0.18477
C 1.52689 -0.98817 -0.22732
C -0.62623 -0.76923 -0.13819
H -3.46018 -0.27598 -1.47988
H -2.35597 -0.12070 1.47583
H -0.34596 0.68461 1.54382
H 0.53909 2.34768 -0.04703
H 2.80322 0.82224 -0.40697
H 1.82095 0.58627 1.35248
H 2.54275 -1.54403 -0.34376
H 1.31233 -0.89519 -1.35537
H -0.77741 -0.87099 -1.17080
N 0.54390 1.41045 -0.36116
O -3.25845 -0.00873 -0.16799
O 0.31387 -1.53090 0.39204
*
```

LUMO level in hartree: 0.012
Kohn-Sham gap in eV: 9.407

Atom charges from the natural (NBO) analysis, given in e for atoms 1 to 4: C 0.1170; C -0.1239; C -0.2650; C -0.1211


Computed relative energy (zero: lowest compared OMol25 entry of this formula, charge and spin), in the same sequence as the records: 541.1 204.7 23.7 25.1 156.9 811.5 kJ/mol.